[1]
A structure of composition C3H3N3O2 at a distorted geometry. Source: the OMol25 dataset; level of theory: ωB97M-V/def2-TZVPD.

Geometry as XYZ:
```
11
Properties=species:S:1:pos:R:3:forces:R:3
C -1.529 0.636 0.187 2.13 3.45 -2.61
C 0.919 -1.473 -0.077 5.85 -3.91 1.68
C 0.838 0.689 0.078 2.41 -0.06 -1.72
H -2.250 -1.100 -0.213 -1.33 3.60 1.13
H -1.306 1.785 0.020 -1.17 -2.02 1.33
H 1.075 -2.552 0.028 1.89 0.65 -0.17
N -2.562 0.008 0.030 -2.29 -4.26 -0.53
N -0.315 -0.006 -0.056 -2.34 7.07 1.26
N -0.271 -1.263 -0.149 -2.67 -2.14 -0.74
O 1.780 -0.391 0.209 -2.02 -0.96 -0.97
O 1.114 1.839 -0.176 -0.45 -1.40 1.34
```
Positions in Å, forces in eV/Å.

E: -11721.757 eV
Multiplicity: 1
ΔE to the lowest compared entry with this formula, charge and spin: 96.9 kcal/mol
Net charge: 0
HOMO: -0.3689 hartree
HOMO-LUMO gap: 10.727 eV
F_max: 7.55 eV/A

Okay, here come the natural (NBO) numbers, in e, for every atom: atom 1 (C): 0.233, atom 2 (C): 0.328, atom 3 (C): 0.839, atom 4 (H): 0.360, atom 5 (H): 0.218, atom 6 (H): 0.215, atom 7 (N): -0.594, atom 8 (N): -0.325, atom 9 (N): -0.267, atom 10 (O): -0.453, atom 11 (O): -0.553



[2]
A cluster of 2 separate species, C2H3ClN2 in total at a distorted geometry. Source: the OMol25 dataset; level of theory: ωB97M-V/def2-TZVPD.

Geometry as XYZ:
```
8
Properties=species:S:1:pos:R:3:forces:R:3
C 1.894 0.825 1.186 -2.76 -0.71 -2.84
C -0.672 -0.199 -0.425 -0.19 -0.88 0.18
N 0.304 0.420 -0.157 1.17 0.47 1.40
N -1.705 -0.899 -0.789 -1.24 0.98 -0.52
Cl 3.168 0.723 0.390 0.72 -0.14 -0.01
H 1.442 1.268 2.058 -0.35 0.07 0.73
H -2.713 -0.563 -0.689 1.72 0.00 0.51
H -1.717 -1.575 -1.575 0.93 0.22 0.55
```
Positions in Å, forces in eV/Å.

E: -17599.024 eV
Multiplicity: 1
ΔE to the lowest compared entry with this formula, charge and spin: 77.6 kcal/mol
Net charge: +2
HOMO (alpha / beta): -0.7546 / -0.7548 hartree
HOMO-LUMO gap (alpha / beta): 6.670 / 6.679 eV
F_max: 4.02 eV/A

Okay, here come the natural (NBO) numbers, in e, for every atom: atom 1 (C): 0.330, atom 2 (C): 0.710, atom 3 (N): -0.402, atom 4 (N): -0.729, atom 5 (Cl): 0.760, atom 6 (H): 0.334, atom 7 (H): 0.502, atom 8 (H): 0.495